Record 1
{"formula": "C9H14FN2", "method": "ωB97M-V/def2-TZVPD", "charge": 1, "max_force_ev_per_a": 3.97, "spin_multiplicity": 3, "s_squared": 2.03, "total_energy_ev": -15245.9350, "homo_energy_ev": [-11.234, -14.625], "homo_lumo_gap_ev": [7.31, 6.38], "de_lowest_kcal_mol": 0.00, "lumo_ev": [-3.93, -8.25], "symbols": ["C", "C", "C", "C", "C", "C", "C", "C", "C", "N", "N", "F", "H", "H", "H", "H", "H", "H", "H", "H", "H", "H", "H", "H", "H", "H"], "positions_angstrom": [[0.6705, -0.3066, -1.1081], [-0.3315, 0.0477, -1.8655], [-0.6871, 1.9115, 0.3192], [0.6722, -0.1712, 0.3102], [-1.7135, 0.4115, -1.3414], [-2.7970, 0.3747, -2.4332], [2.8544, -0.7871, 1.1804], [0.9072, -0.9812, 2.7353], [1.3252, -1.1027, 1.2345], [0.1537, 1.0022, 0.8000], [-1.6243, 1.7368, -0.6481], [-2.0281, -0.4872, -0.3092], [1.4856, -0.8505, -1.4968], [-0.1643, 0.0698, -2.9666], [-0.4034, 2.9259, 0.6339], [-3.7482, 0.5793, -2.0838], [-2.6629, -0.6593, -2.7501], [-2.5103, 1.0673, -3.2586], [2.8557, 0.2004, 1.0173], [3.3005, -1.4907, 0.5244], [3.2335, -0.9584, 2.1434], [0.0542, -0.3249, 2.9782], [1.7368, -0.5592, 3.3202], [0.6124, -1.9096, 3.1707], [1.2009, -2.0731, 0.8622], [-2.3925, 2.3347, -0.9685]], "forces_ev_per_a": [[-0.23, -0.39, 1.45], [-1.15, 0.82, -2.74], [0.27, 0.99, 0.68], [-1.26, 1.17, 1.94], [0.20, 0.66, 0.82], [3.45, -0.18, -0.37], [-1.84, -3.22, 0.55], [-0.37, 1.15, -0.04], [1.11, 0.98, 1.89], [-0.15, -0.70, -3.09], [0.07, -1.92, -0.65], [-0.08, 0.30, -0.68], [1.12, -0.40, -0.49], [-0.55, -0.25, 0.89], [-1.12, -0.24, 0.33], [-1.92, 0.27, 0.81], [-0.66, 0.05, -0.48], [-0.22, -0.56, 0.54], [1.20, 3.60, -1.19], [0.89, 0.17, -1.06], [0.78, -0.36, 1.18], [0.09, -0.04, -0.62], [-0.29, -0.29, -0.16], [0.11, -0.86, 0.13], [-0.53, -1.51, -0.36], [1.09, 0.78, 0.73]]}

Record 2
{"formula": "C9H14IN4O3", "method": "ωB97M-V/def2-TZVPD", "charge": 1, "max_force_ev_per_a": 3.25, "total_energy_ev": -29754.7496, "homo_energy_ev": -12.673, "smiles": "CC(=O)N(NC1=[NH+][C@@H](CC(=O)I)CN1)C(C)=O", "homo_lumo_gap_ev": 8.16, "lumo_ev": -4.52, "symbols": ["C", "C", "O", "N", "N", "C", "N", "C", "C", "C", "O", "I", "C", "N", "C", "C", "O", "H", "H", "H", "H", "H", "H", "H", "H", "H", "H", "H", "H", "H", "H"], "positions_angstrom": [[2.3820, -1.6130, -1.1846], [2.7076, -0.0992, -0.9519], [3.1196, 0.5407, -1.8576], [2.5273, 0.3891, 0.3971], [1.3859, -0.0873, 1.0255], [0.1574, 0.0713, 0.6390], [-0.9041, -0.5073, 1.4040], [-1.9436, -0.7621, 0.3631], [-3.3846, -1.1002, 0.8160], [-3.9438, -2.4078, 0.1526], [-5.0346, -2.4740, -0.2381], [-2.7269, -4.1932, -0.0613], [-1.7401, 0.5275, -0.4964], [-0.2473, 0.7550, -0.5149], [2.7396, 1.8495, 0.5556], [2.1290, 2.9586, -0.3347], [3.4426, 2.1832, 1.4395], [1.2792, -1.7669, -1.1952], [2.8313, -2.2234, -0.3643], [2.8097, -1.9523, -2.1448], [1.5287, -0.6464, 1.8730], [-1.2966, 0.1912, 2.0460], [-1.5463, -1.5583, -0.3157], [-3.5042, -1.1947, 1.9171], [-4.0698, -0.2840, 0.4903], [-2.1000, 1.4265, 0.0725], [-2.2783, 0.5018, -1.4639], [-0.2261, 1.7745, -0.4845], [1.2897, 3.4098, 0.2516], [2.9080, 3.7126, -0.5411], [1.7087, 2.5787, -1.2936]], "forces_ev_per_a": [[-0.01, 0.29, 1.01], [-0.78, -3.09, -0.61], [0.58, 1.48, 0.21], [-0.53, 0.67, -1.65], [0.10, -0.51, 0.85], [-1.33, 1.26, -0.01], [0.56, -0.45, -0.69], [0.75, 0.59, -1.48], [0.35, 0.17, -0.28], [1.32, 0.61, 0.73], [-1.65, 0.09, -0.50], [0.26, 0.33, 0.22], [-1.50, 0.63, 0.71], [-1.41, -1.39, 0.99], [0.10, 1.48, -0.54], [-0.94, -1.05, -0.47], [0.57, -0.10, 1.09], [0.73, -0.01, -0.02], [-0.46, 0.38, -0.55], [-0.26, 0.50, 0.51], [-0.01, 0.20, -0.32], [0.50, -0.16, 0.12], [-0.33, 0.14, 0.86], [0.31, -0.10, -0.64], [0.34, -0.65, 0.21], [-0.42, -0.82, -0.46], [0.91, -0.04, 0.28], [1.47, -0.25, -0.15], [0.75, -0.09, -0.32], [-0.45, -0.43, 0.26], [0.49, 0.28, 0.63]]}

Which value of charge does entry 1 give? +1

What is the formula in the first record? C9H14FN2